Record 1
Below is a 7-piece molecular cluster, C21H40Br6O11S3 overall, with properties calculated with ωB97M-V/def2-TZVPD.

As for the relative energy (zero: lowest compared OMol25 entry of this formula, charge and spin): 0.0 kcal per mole. Its SMILES is O=C1C=CC(=O)C=C1.CCOS(C)(=O)=O.CCOS(C)(=O)=O.CCOS(C)(=O)=O.BrCCBr.BrCCBr.BrCCBr. Its charge is 0. As for the maximum force: 5.1 eV Å⁻¹. The value obtained for the gap between HOMO and LUMO is 0.3172 Ha. The energy comes out at -18290.2825 a.u. The LUMO energy is -0.0460 hartree.

XYZ file:
```
81
Properties=species:S:1:pos:R:3:forces:R:3
Br -12.805 -4.387 -13.567 -0.25 0.07 0.04
Br -8.369 -6.441 -15.723 0.11 -0.06 0.16
Br -9.433 0.842 -7.210 -0.41 0.17 -0.08
Br -9.733 -8.816 -13.487 0.37 -0.32 -0.23
Br -9.228 0.357 -10.694 -0.75 0.55 0.31
Br -13.370 -8.042 -16.381 -0.05 0.53 0.10
S -8.111 1.596 -16.257 0.57 0.07 -0.57
S -13.698 2.741 -16.072 -0.17 -0.23 -1.78
S -9.658 -2.156 -16.826 0.44 -0.36 0.04
O -14.706 2.512 -17.075 0.35 0.07 0.96
O -14.387 2.621 -14.655 -0.46 -0.19 0.08
O -12.924 3.960 -16.106 -4.71 -1.35 -1.57
O -8.918 -2.457 -18.018 -0.14 0.25 0.36
O -5.492 0.368 -17.935 0.03 0.81 -0.07
O -9.511 2.128 -15.669 0.68 -0.81 -0.18
O -7.648 0.577 -15.330 -0.46 1.73 -1.11
O -7.307 2.757 -16.545 -0.32 -0.72 0.37
O -5.152 -4.974 -17.676 0.04 0.05 -0.53
O -10.354 -0.881 -16.732 -0.34 -2.07 0.65
O -8.602 -2.284 -15.613 -0.98 0.55 -1.03
C -5.186 -3.764 -17.784 0.31 -0.25 0.87
C -10.904 4.001 -15.390 1.08 0.39 1.04
C -4.616 -2.988 -18.888 0.17 0.95 -0.67
C -10.744 -3.574 -16.533 -0.01 1.19 0.04
C -12.635 -6.474 -15.444 -0.81 -0.29 0.40
C -5.754 -1.627 -16.664 -0.67 -0.07 0.86
C -13.551 2.855 -13.499 -0.66 0.41 0.20
C -10.311 1.994 -8.548 0.25 -0.66 0.33
C -4.654 -1.654 -18.863 0.02 0.62 -0.64
C -7.362 -7.739 -14.662 -0.65 -0.21 0.01
C -8.611 0.858 -17.826 -0.06 0.86 0.19
C -8.109 -9.067 -14.560 0.25 0.88 -0.31
C -10.774 1.187 -9.724 0.86 -0.74 -0.43
C -9.464 -2.407 -13.339 1.02 0.81 -0.33
C -14.289 2.479 -12.240 -0.37 -0.90 0.20
C -8.822 -1.516 -14.410 -0.87 -0.58 1.47
C -5.713 -2.962 -16.657 0.43 0.39 -0.06
C -13.500 -6.079 -14.257 0.54 -0.70 1.00
C -10.249 3.119 -16.418 0.44 0.92 0.04
C -5.308 -0.810 -17.813 0.11 -2.27 -0.07
C -12.634 1.249 -16.082 -0.91 0.79 1.29
H -9.503 -0.673 -14.536 0.17 -0.15 -0.60
H -11.210 2.411 -8.098 0.30 0.29 0.26
H -6.217 -1.109 -15.831 0.28 0.15 -0.05
H -11.614 1.472 -15.782 -0.19 -0.29 -0.31
H -11.327 1.773 -10.453 0.17 0.13 -0.02
H -8.628 1.678 -18.539 0.03 0.06 0.00
H -10.237 4.393 -14.627 0.78 -0.10 -0.25
H -10.963 2.597 -17.060 0.16 0.26 0.02
H -10.467 -2.665 -13.664 -0.14 -0.15 0.31
H -8.869 -3.292 -13.121 -0.10 -0.13 -0.11
H -6.422 -7.827 -15.199 0.09 -0.16 0.18
H -13.369 3.930 -13.466 0.55 -0.11 -0.13
H -12.789 0.751 -17.030 0.27 0.04 -0.10
H -15.185 3.059 -12.024 0.24 0.41 -0.17
H -11.336 -3.326 -15.652 0.18 -0.35 0.06
H -7.454 -9.792 -14.084 -0.26 -0.13 0.18
H -9.621 3.732 -17.070 0.40 -0.31 0.19
H -9.594 0.413 -17.681 0.48 0.42 -0.31
H -11.690 -6.869 -15.088 0.26 0.50 -0.09
H -11.423 -3.704 -17.374 0.18 0.24 -0.19
H -14.648 1.446 -12.251 0.26 -0.05 -0.20
H -4.263 -1.090 -19.706 0.10 -0.02 0.06
H -11.378 0.344 -9.401 -0.01 0.02 -0.03
H -12.559 -5.609 -16.092 0.20 -0.38 -0.49
H -13.585 2.548 -11.410 -0.10 0.19 0.08
H -11.433 4.815 -15.892 1.30 0.10 0.55
H -7.249 -7.331 -13.662 0.24 0.23 -0.13
H -9.516 2.702 -8.746 -0.39 0.35 -0.32
H -4.137 -3.411 -19.761 -0.15 -0.64 0.22
H -5.951 -3.560 -15.788 -0.43 0.11 0.01
H -7.881 -1.061 -14.107 -0.02 -0.60 -0.08
H -10.109 -4.447 -16.434 0.02 0.04 0.25
H -7.901 0.113 -18.168 0.11 0.00 0.29
H -11.687 3.446 -14.865 1.51 0.36 0.29
H -9.458 -1.765 -12.455 -0.47 -0.36 0.10
H -8.394 -9.399 -15.554 -0.20 -0.19 0.13
H -12.647 2.255 -13.603 0.13 0.20 0.14
H -13.315 -6.753 -13.422 -0.02 -0.13 -0.13
H -14.580 -6.017 -14.333 0.08 0.29 -0.70
H -13.074 0.684 -15.260 -0.04 -0.44 -0.29
```
Positions in Å, forces in eV/Å.

These are the Löwdin partial charges, in e, on atoms 1 to 5: atom 1 (Br): 0.686, atom 2 (Br): 0.654, atom 3 (Br): 0.581, atom 4 (Br): 0.605, atom 5 (Br): 0.616



Record 2
Below is C28H23GeN4RuS2Se as an isolated structure, with properties calculated with ωB97M-V/def2-TZVPD.

The spin multiplicity is 2. As for the relative energy (zero: lowest compared OMol25 entry of this formula, charge and spin): 0.0 kcal per mole. Its charge is -2. As for the maximum force: 2.0 eV Å⁻¹. The value obtained for the gap between HOMO and LUMO (alpha / beta) is 0.1524 / 0.1664 Ha. The energy comes out at -6669.4002 a.u. The LUMO energy (alpha / beta) is 0.1636 / 0.1633 hartree.

XYZ file:
```
60
Properties=species:S:1:pos:R:3:forces:R:3
Ru -0.249 -0.392 0.284 -0.75 0.82 -1.35
Se -0.008 -5.414 -0.008 -0.06 0.65 0.09
Ge 1.455 1.213 2.660 0.18 0.53 -0.16
S -2.586 0.052 0.037 -0.01 -0.47 0.06
S -3.828 2.794 -0.328 0.21 -0.18 -0.01
N 1.617 -0.342 -0.516 0.52 -0.39 0.06
N -0.203 1.445 -0.472 -0.43 0.18 -0.44
N -1.253 2.305 -0.565 0.45 -0.50 0.08
N -0.263 -2.472 0.489 -0.04 -0.08 -0.41
C 0.211 0.215 6.607 0.01 0.00 -0.04
C 1.458 5.199 1.081 -0.01 0.00 0.05
C 0.245 5.684 1.552 0.03 0.01 -0.02
C 5.883 -0.517 2.277 -0.02 -0.02 -0.01
C 2.590 -1.291 -0.433 -0.20 0.09 -0.05
C 3.336 1.158 -1.451 -0.04 -0.13 0.03
C 3.323 0.626 2.477 0.02 -0.32 -0.17
C 5.673 0.801 1.908 -0.04 0.02 0.02
C 2.119 1.851 5.441 -0.05 -0.02 0.03
C 1.264 1.117 4.617 -0.16 -0.12 0.18
C 3.555 -0.709 2.836 0.00 0.09 0.01
C 4.404 1.364 2.005 0.01 0.02 0.08
C -0.097 3.616 2.727 0.06 0.06 0.05
C 4.815 -1.276 2.740 0.02 0.03 0.05
C 1.006 1.875 -0.967 0.00 -0.02 0.05
C 1.124 3.111 2.269 -0.18 0.04 -0.15
C 4.255 0.176 -1.363 0.05 -0.11 0.03
C 2.028 1.771 6.824 -0.03 -0.02 0.00
C -0.172 -3.605 0.271 0.04 -0.81 0.11
C -0.534 4.887 2.376 0.01 -0.06 0.05
C 1.988 0.942 -0.974 0.23 0.04 -0.08
C 1.071 0.949 7.410 0.03 0.03 -0.02
C -4.074 2.939 1.458 0.00 0.01 0.00
C 3.882 -1.101 -0.807 0.15 0.11 -0.12
C -2.381 1.737 -0.309 -0.46 0.54 0.02
C 0.309 0.300 5.220 0.00 0.03 0.02
C 1.884 3.924 1.428 0.03 0.02 0.06
C 0.044 0.101 1.867 0.55 -0.09 1.88
H 2.728 -1.319 3.189 0.02 0.00 -0.02
H -1.493 5.247 2.731 0.00 -0.01 0.00
H 2.258 -2.256 -0.065 0.00 0.06 0.09
H 2.870 2.495 4.992 0.00 -0.02 0.01
H 4.276 2.398 1.716 -0.01 -0.01 -0.04
H -0.363 -0.272 4.588 0.01 0.01 0.00
H -0.724 2.997 3.362 -0.01 0.01 -0.02
H 1.113 2.879 -1.353 -0.07 0.03 0.04
H 6.870 -0.958 2.191 0.00 0.00 -0.01
H 2.703 2.347 7.447 0.00 0.01 0.00
H -5.030 3.439 1.630 0.03 -0.01 0.01
H -3.266 3.521 1.901 -0.02 -0.01 0.02
H -0.537 -0.427 7.058 0.00 0.00 -0.01
H 4.601 -1.900 -0.688 -0.01 0.00 -0.06
H 0.999 0.881 8.490 0.00 0.00 0.01
H 2.812 3.557 1.011 -0.04 -0.03 -0.07
H 5.268 0.343 -1.716 -0.01 -0.02 0.02
H -0.099 6.670 1.263 0.00 0.00 -0.01
H 2.065 5.808 0.420 0.00 -0.01 0.00
H 6.496 1.396 1.528 0.00 0.01 0.00
H 3.576 2.120 -1.893 0.00 0.03 0.08
H 4.963 -2.313 3.018 -0.01 -0.01 -0.01
H -4.094 1.942 1.897 -0.02 0.02 0.01
```
Positions in Å, forces in eV/Å.

These are the natural (NBO) partial charges, in e, on atoms 1 to 5: atom 1 (Ru): 0.530, atom 2 (Se): -0.429, atom 3 (Ge): 1.469, atom 4 (S): -0.205, atom 5 (S): 0.171



Record 3
Below is one molecule with the formula C4H8O2, with properties calculated with ωB97M-V/def2-TZVPD.

As for the relative energy (zero: lowest compared OMol25 entry of this formula, charge and spin): 45.1 kcal per mole. Its SMILES is C[C@H]1OC[C@H]1O. Its charge is 0. As for the maximum force: 0.4 eV Å⁻¹. The value obtained for the gap between HOMO and LUMO is 0.3952 Ha. The energy comes out at -307.6405 a.u. The LUMO energy is 0.0335 hartree.

XYZ file:
```
14
Properties=species:S:1:pos:R:3:forces:R:3
O -0.136 -0.799 1.317 0.06 -0.05 0.15
O -0.881 0.700 -1.514 0.01 0.24 0.13
C 0.616 -0.575 0.107 0.25 0.02 -0.25
C -0.700 -0.420 -0.699 -0.02 -0.34 0.04
C -1.377 -0.468 0.679 -0.36 0.06 -0.04
C 1.517 0.653 0.172 0.08 0.06 0.01
H 2.574 0.379 0.182 -0.12 0.03 0.06
H -0.647 1.484 -1.000 -0.13 -0.05 -0.14
H 1.199 -1.467 -0.151 -0.11 0.09 0.04
H -1.771 0.506 1.007 0.10 -0.12 -0.05
H -0.919 -1.286 -1.327 0.03 0.10 0.12
H -2.145 -1.233 0.843 0.12 0.10 -0.05
H 1.305 1.222 1.082 -0.01 -0.06 -0.13
H 1.364 1.305 -0.697 0.09 -0.11 0.11
```
Positions in Å, forces in eV/Å.

These are the natural (NBO) partial charges, in e, on atoms 1 to 5: atom 1 (O): -0.529, atom 2 (O): -0.692, atom 3 (C): 0.073, atom 4 (C): 0.060, atom 5 (C): -0.091